(1)
Computed, not measured: an isolated molecule of C8H17ISi, with wB97M-V/def2-TZVPD.

Geometry as ORCA input:
```
! RIJCOSX wB97M-V def2-TZVPD def2/J DEFGRID3
* xyz 0 1
H 0.71630 1.00124 2.55675
H 0.36954 -0.60350 2.35806
H -2.77757 -4.08518 -0.05862
C 3.29380 2.56964 -0.91469
C -3.29154 -3.19608 -0.13897
H 0.94523 -1.53279 -0.67463
C 0.89133 1.85256 -0.40350
H -4.11166 -3.30910 -0.89385
H 4.42183 2.61827 -0.66348
C -0.06273 0.40299 2.20516
H 0.47946 2.80282 -0.20060
I -2.62306 1.21864 0.00029
H -0.90733 -2.71205 0.68930
H -3.75696 -2.98523 0.69838
C -0.07380 -1.12656 -0.71153
H 2.74414 3.49239 -1.08723
H 2.61116 0.87814 0.36949
H -1.01099 0.73919 2.62252
H -2.59766 -1.56737 -1.37723
H -0.43508 -0.79956 -1.72670
H 3.16087 1.99918 -1.81407
C -1.08193 -2.15948 -0.19416
C -2.28787 -2.23875 -0.59151
H 0.86368 1.86531 -1.51004
C 2.36577 1.88501 0.12902
Si -0.19056 0.54036 0.29477
H 2.34562 2.44990 1.03704
*
```

Summary:
ΔE to the lowest compared entry with this formula, charge and spin ... 0.00 kJ/mol
Structure (SMILES) ... C/C=C/C[Si@](C)(I)CCC
DFT total energy ... -902.1951 hartree
E_HOMO ... -8.9 eV
Frontier orbital gap ... 9.64 eV

---

(2)
Computed, not measured: a structure of composition C22H25MnN4O2Se, with wB97M-V/def2-TZVPD.

Geometry as ORCA input:
```
! RIJCOSX wB97M-V def2-TZVPD def2/J DEFGRID3
* xyz -1 2
H -4.34760 -4.31047 0.42293
H -3.60031 -0.53350 -1.50148
C -2.00261 1.01279 3.50096
O -1.07500 -0.50737 -1.03945
C -4.10854 -2.40154 -0.57946
C -1.53437 2.43005 1.59693
H 4.13965 0.58667 -2.06187
H -1.94181 -4.46350 0.98165
C 2.28662 -2.30924 0.38804
C -2.86845 3.27362 3.44882
C 3.39971 0.65101 -1.24908
C 2.91926 0.94946 1.99840
Se 4.40045 1.36166 2.94536
C -0.02463 -2.79454 0.39219
H -0.47505 1.00611 -2.48124
H 2.74596 -1.60711 1.08083
H 0.24729 -3.79539 0.75635
H -2.37288 4.39684 1.70514
H 3.25673 1.69559 -0.98384
N 2.01896 0.66305 1.32411
C 2.32621 -1.36041 -2.02407
N 2.12398 0.05489 -1.66277
C -1.86037 -1.44549 -0.64377
C -2.27733 3.44524 2.22023
C -2.70790 2.03065 4.08653
H 2.94224 -1.41900 -2.93741
H 3.01882 -3.24947 -1.42425
H -1.18435 3.74549 -0.06364
H 2.37703 -3.31640 0.81252
H -5.16097 -2.31581 -0.82919
H 3.79496 0.15948 -0.36533
H 1.39241 0.03381 -3.64460
C 2.99595 -2.25026 -0.97819
C 1.62083 0.77022 -2.87002
C -2.32394 -3.60227 0.44116
O -0.81284 0.15177 1.68189
H -3.14872 1.87317 5.06516
C -3.24830 -1.40387 -0.96119
C 0.50115 2.64508 -1.52691
H 2.44116 1.38318 -3.26567
Mn 0.45702 0.12365 0.16107
C -3.66135 -3.52717 0.13070
N 0.89875 -1.93263 0.21562
H 4.03764 -1.95959 -0.83333
H 1.54778 2.90771 -1.34498
H -0.02217 3.57570 -1.77522
H -3.43046 4.07187 3.91415
C -0.90139 2.76586 0.34218
H 0.21126 2.16832 -3.61503
C 0.39031 1.64009 -2.67277
H -1.88167 0.05456 3.99029
H 1.34182 -1.76214 -2.26736
C -1.42213 -2.59107 0.08403
N -0.03929 2.07728 -0.30089
C -1.39955 1.15340 2.21580
*
```

Summary:
DFT total energy ... -4775.3790 hartree
E_HOMO (alpha / beta) ... -4.3 / -3.9 eV
<S²> ... 0.80
Frontier orbital gap (alpha / beta) ... 7.17 / 6.80 eV

---

(3)
Computed, not measured: an isolated molecule of C5H9NO, with wB97M-V/def2-TZVPD.

Geometry as ORCA input:
```
! RIJCOSX wB97M-V def2-TZVPD def2/J DEFGRID3
* xyz 0 1
C -0.21653 0.83182 -0.41140
H 2.74090 -0.98331 0.18898
H 1.08287 1.49538 -1.86879
H 1.75397 1.27959 0.35094
O -1.48506 0.14201 2.01292
H -2.22224 0.33267 -0.99651
C 1.66213 -0.89924 0.36674
H -0.46907 1.86405 -0.16676
C 1.18054 0.45786 -0.08170
N 0.76258 0.61675 -1.47399
H -1.18173 -1.06011 -0.83681
H -2.88776 -0.93295 1.04580
H 1.17343 -1.70566 -0.18750
H 1.48374 -1.04021 1.43826
C -1.41114 -0.08770 -0.38184
C -1.96663 -0.31096 1.00167
*
```

Summary:
ΔE to the lowest compared entry with this formula, charge and spin ... 191.24 kJ/mol
Structure (SMILES) ... C[C@H]1N[C@H]1CC=O
DFT total energy ... -325.8647 hartree
E_HOMO ... -9.7 eV
Frontier orbital gap ... 10.71 eV

---

Please write out number 2 again, unchanged.
Computed, not measured: a structure of composition C22H25MnN4O2Se, with wB97M-V/def2-TZVPD.

Geometry as ORCA input:
```
! RIJCOSX wB97M-V def2-TZVPD def2/J DEFGRID3
* xyz -1 2
H -4.34760 -4.31047 0.42293
H -3.60031 -0.53350 -1.50148
C -2.00261 1.01279 3.50096
O -1.07500 -0.50737 -1.03945
C -4.10854 -2.40154 -0.57946
C -1.53437 2.43005 1.59693
H 4.13965 0.58667 -2.06187
H -1.94181 -4.46350 0.98165
C 2.28662 -2.30924 0.38804
C -2.86845 3.27362 3.44882
C 3.39971 0.65101 -1.24908
C 2.91926 0.94946 1.99840
Se 4.40045 1.36166 2.94536
C -0.02463 -2.79454 0.39219
H -0.47505 1.00611 -2.48124
H 2.74596 -1.60711 1.08083
H 0.24729 -3.79539 0.75635
H -2.37288 4.39684 1.70514
H 3.25673 1.69559 -0.98384
N 2.01896 0.66305 1.32411
C 2.32621 -1.36041 -2.02407
N 2.12398 0.05489 -1.66277
C -1.86037 -1.44549 -0.64377
C -2.27733 3.44524 2.22023
C -2.70790 2.03065 4.08653
H 2.94224 -1.41900 -2.93741
H 3.01882 -3.24947 -1.42425
H -1.18435 3.74549 -0.06364
H 2.37703 -3.31640 0.81252
H -5.16097 -2.31581 -0.82919
H 3.79496 0.15948 -0.36533
H 1.39241 0.03381 -3.64460
C 2.99595 -2.25026 -0.97819
C 1.62083 0.77022 -2.87002
C -2.32394 -3.60227 0.44116
O -0.81284 0.15177 1.68189
H -3.14872 1.87317 5.06516
C -3.24830 -1.40387 -0.96119
C 0.50115 2.64508 -1.52691
H 2.44116 1.38318 -3.26567
Mn 0.45702 0.12365 0.16107
C -3.66135 -3.52717 0.13070
N 0.89875 -1.93263 0.21562
H 4.03764 -1.95959 -0.83333
H 1.54778 2.90771 -1.34498
H -0.02217 3.57570 -1.77522
H -3.43046 4.07187 3.91415
C -0.90139 2.76586 0.34218
H 0.21126 2.16832 -3.61503
C 0.39031 1.64009 -2.67277
H -1.88167 0.05456 3.99029
H 1.34182 -1.76214 -2.26736
C -1.42213 -2.59107 0.08403
N -0.03929 2.07728 -0.30089
C -1.39955 1.15340 2.21580
*
```

Summary:
DFT total energy ... -4775.3790 hartree
E_HOMO (alpha / beta) ... -4.3 / -3.9 eV
<S²> ... 0.80
Frontier orbital gap (alpha / beta) ... 7.17 / 6.80 eV